No. 1
{"formula": "C7H8N2O", "method": "ωB97M-V/def2-TZVPD", "spin_multiplicity": 3, "de_lowest_kcal_mol": 82.7, "orbital_gap_ha": [0.2924, 0.2615], "energy_ev": -12407.734, "total_charge": 0, "elements": ["O", "C", "H", "H", "C", "C", "N", "C", "H", "N", "H", "C", "H", "C", "C", "H", "H", "H"], "positions_angstrom": [[-2.1109, -1.3042, -0.6628], [1.2835, 1.7342, -2.0604], [-1.5434, -1.1333, -2.5981], [2.6149, 1.4926, 1.6816], [-1.1085, -0.7577, -0.0514], [1.0397, -0.0104, 1.3162], [-0.8621, -1.1447, 1.1405], [-2.4359, -0.8712, -2.0608], [-3.3360, -1.3196, -2.3620], [0.1077, -0.7418, 1.9062], [1.5994, 0.9272, 3.1648], [1.1811, 0.4332, 0.0790], [2.8658, -0.0854, 2.4807], [2.1204, 0.5758, 2.2601], [1.2453, 1.2050, -0.9818], [-2.6193, 0.2093, -2.2014], [1.4353, 2.4856, -2.8129], [-1.4769, -1.6947, 1.7625]]}


No. 2
{"formula": "C7H8N2O4", "method": "ωB97M-V/def2-TZVPD", "spin_multiplicity": 1, "de_lowest_kcal_mol": 145.3, "orbital_gap_ha": [0.2864, 0.2104], "energy_ev": -18552.714, "total_charge": 0, "elements": ["C", "O", "H", "H", "O", "H", "N", "C", "O", "H", "C", "H", "H", "O", "N", "H", "C", "C", "C", "C", "H"], "positions_angstrom": [[-0.7939, -0.1239, -0.3418], [2.4831, 0.6802, -1.6456], [0.3679, -0.6917, -2.0360], [-0.9762, -0.0198, 1.7620], [3.6317, -1.2148, 0.2950], [-1.8936, -1.4965, -1.6187], [2.4379, -1.2159, 0.4611], [1.3998, 1.5228, 0.3499], [-4.0320, -1.6689, -0.3937], [3.2563, 1.1025, -1.2444], [-1.9330, -0.9087, -0.7030], [-1.7748, 1.2773, 0.9250], [-4.7072, -1.5681, 0.2907], [1.7340, -1.9013, 1.1550], [-2.9717, -0.8959, 0.0433], [2.2517, 2.1587, 0.5464], [-0.8605, 0.6738, 0.9221], [1.4499, 0.6609, -0.7923], [0.3153, -0.1008, -1.1364], [0.3257, 1.5377, 1.1515], [0.2897, 2.1923, 2.0099]]}


No. 3
{"formula": "C7H8N3O", "method": "ωB97M-V/def2-TZVPD", "spin_multiplicity": 1, "de_lowest_kcal_mol": 134.1, "orbital_gap_ha": 0.2617, "energy_ev": -13894.312, "smiles": "CCN=[N+]=C1N=CC=CC1=O", "total_charge": 1, "elements": ["H", "C", "C", "C", "H", "N", "C", "O", "H", "C", "C", "C", "N", "N", "H", "H", "H", "H", "H"], "positions_angstrom": [[-2.5047, -2.3039, -0.3898], [-3.4323, -0.3886, -0.3454], [2.5551, -0.0588, 0.6258], [-1.1216, -0.9874, 0.1644], [3.4732, 1.6418, -0.2609], [0.3567, 0.7385, 0.4698], [-3.0930, 1.0136, -0.1569], [-0.0892, -1.6207, 0.3253], [2.8503, -1.1501, 0.8198], [-0.9122, 0.5156, 0.2353], [-2.4667, -1.3224, -0.2074], [3.4038, 0.5500, -0.6070], [-1.9073, 1.3612, 0.1531], [1.1588, -0.1828, 0.5368], [-3.8522, 1.8743, -0.2719], [-4.4564, -0.7604, -0.6766], [4.3305, 0.1515, -0.5188], [2.8144, 0.3579, -1.4350], [2.8928, 0.5706, 1.5393]]}


No. 4
{"formula": "C7H8N4O2", "method": "ωB97M-V/def2-TZVPD", "spin_multiplicity": 1, "de_lowest_kcal_mol": 46.0, "orbital_gap_ha": 0.3594, "energy_ev": -17442.535, "smiles": "CCO/C(O)=C(\\C#N)CC#N.N#N", "total_charge": 0, "elements": ["N", "C", "H", "H", "H", "H", "H", "O", "C", "H", "H", "C", "C", "C", "N", "O", "C", "N", "N", "H", "C"], "positions_angstrom": [[-2.0718, -1.4936, -0.4089], [0.3807, 1.5699, -0.0561], [-1.6342, 2.3489, 0.3853], [0.5071, -3.3496, -0.2715], [-1.5896, 1.4267, -0.9489], [-1.3439, 0.5256, 0.6513], [1.3128, -3.3565, 1.3760], [0.9466, -1.5653, -1.6617], [-0.6881, -3.3489, 1.4264], [0.7373, 2.5319, -0.6192], [0.9331, 1.4926, 0.9271], [-1.1373, 1.4840, 0.0686], [0.5647, -1.4119, 0.6952], [0.1249, -0.7230, 1.8104], [-2.4437, -2.4840, -0.7107], [0.8209, 0.5556, -0.8661], [0.5163, -2.8925, 0.7481], [-1.6618, -3.7651, 1.8594], [0.0320, -0.0378, 2.7290], [1.0301, -0.9675, -2.4176], [0.7265, -0.8136, -0.5341]]}


No. 5
{"formula": "C7H8N4O3", "method": "ωB97M-V/def2-TZVPD", "spin_multiplicity": 1, "de_lowest_kcal_mol": 146.3, "orbital_gap_ha": 0.3212, "energy_ev": -19484.126, "smiles": "C[C@@H](O)C1=C([N+](=O)[O-])[C@](C)(C#N)N=N1", "total_charge": 0, "elements": ["C", "H", "C", "O", "N", "C", "H", "C", "C", "H", "C", "H", "H", "N", "O", "H", "N", "H", "C", "N", "H", "O"], "positions_angstrom": [[0.5148, 0.2285, 0.1449], [-2.4902, -1.5260, 1.7837], [-1.8322, -0.3243, 0.0657], [-0.6390, -2.7489, -1.2929], [0.3207, -2.0342, -0.9459], [-2.2249, 0.1683, -1.2158], [2.4189, 2.3102, -1.1893], [2.2138, 2.0587, -0.1428], [-2.7597, -1.4082, 0.6596], [2.5168, -0.0611, -0.5635], [-0.0837, -0.8624, -0.2825], [1.4142, 2.8393, 0.2026], [2.6478, 1.0881, 1.9448], [-0.3228, 1.0961, 0.8889], [2.5151, 0.2604, 1.3998], [-3.8169, -0.9557, 0.6158], [-2.5471, 0.4851, -2.2594], [-2.8728, -2.3176, 0.0084], [1.9535, 0.5739, 0.2265], [-1.5140, 0.7878, 0.8421], [3.1163, 2.4668, 0.3501], [1.4714, -2.1247, -1.2408]]}


No. 6
{"formula": "C7H8N4S", "method": "ωB97M-V/def2-TZVPD", "spin_multiplicity": 3, "de_lowest_kcal_mol": 30.6, "orbital_gap_ha": [0.2342, 0.2320], "energy_ev": -24178.408, "total_charge": 0, "elements": ["C", "S", "N", "C", "C", "H", "H", "H", "H", "H", "N", "C", "H", "N", "C", "C", "H", "H", "C", "N"], "positions_angstrom": [[-0.2224, 0.1224, 0.4505], [1.0501, -0.6267, -3.7152], [0.1326, -3.2163, 1.0265], [-1.6070, 0.4532, 0.2238], [1.7175, -1.0699, -2.4058], [-1.3807, 3.8081, 0.4941], [2.3488, -1.4463, -0.4579], [-2.3918, -0.3132, 0.2512], [-0.6551, -3.9901, 0.9030], [1.8332, 0.9474, 0.2431], [0.3246, -1.1143, 0.6167], [0.7476, 1.1475, 0.4406], [-3.0007, 2.0403, 0.2475], [-0.4152, -2.0765, 0.8844], [-2.0102, 1.7709, 0.1978], [-1.0792, 2.7323, 0.3196], [0.9097, 3.4169, 0.4615], [1.0823, -3.5481, 0.8549], [0.2890, 2.4509, 0.4461], [2.3270, -1.4886, -1.4824]]}